C33H48ClMnN2O8S4Si as an isolated structure in a non-equilibrium geometry, computed with ωB97M-V/def2-TZVPD.

Output
HOMO (alpha / beta) in eV: -10.8 / -10.8
Charge: +1
F_max in eV Å⁻¹: 1.26
Gap between HOMO and LUMO (alpha / beta) in eV: 5.53 / 7.38
2S+1: 4
Lowest unoccupied orbital energy (alpha / beta) in eV: -5.27 / -3.43
⟨S²⟩: 4.13

Each line ends with the Löwdin spin population.
Element x y z (Å)
1 Mn -0.55062 -0.30015 0.69581  3.217
2 O 3.66349 -0.97171 3.99617  0.000
3 C 4.20454 -0.74568 2.77161  -0.001
4 C 5.58380 -0.63118 2.61465  0.000
5 C 6.13840 -0.39940 1.37056  0.000
6 C 5.32372 -0.27674 0.24985  0.000
7 C 3.95792 -0.38592 0.40525  0.000
8 C 3.37285 -0.63119 1.65393  -0.003
9 C 1.90401 -0.69400 1.71127  -0.003
10 O 1.28256 -0.28054 0.61469  -0.023
11 N 1.26018 -1.13175 2.73507  -0.013
12 N -0.12195 -0.93572 2.53947  -0.056
13 C -0.75236 -0.84255 3.67940  0.017
14 S -2.46602 -0.68351 3.87813  0.010
15 C -2.34874 -0.11455 5.58940  0.001
16 C -1.24808 -0.91530 6.24296  0.001
17 S 0.18565 -0.90774 5.13771  0.012
18 H 4.37176 -0.97865 4.64782  0.000
19 H 6.22228 -0.72487 3.48812  0.000
20 H 7.21378 -0.30824 1.27634  0.000
21 H 5.75186 -0.09418 -0.72690  0.000
22 H 3.30393 -0.28875 -0.45042  0.000
23 H -3.32170 -0.27285 6.05424  0.000
24 H -2.12065 0.94978 5.57539  0.000
25 H -1.54879 -1.94833 6.41481  0.000
26 H -0.93548 -0.46846 7.18520  0.000
27 Cl -3.77834 1.79951 -6.01497  0.000
28 C -3.09027 1.93938 -4.43155  0.000
29 C -3.50446 2.96788 -3.59720  0.000
30 C -2.97210 3.05486 -2.32063  0.001
31 C -2.02930 2.12766 -1.88420  0.003
32 C -1.60082 1.12527 -2.74596  0.000
33 C -2.13429 1.02212 -4.02310  0.000
34 C -1.52849 2.23159 -0.48076  0.015
35 O -1.90224 3.07200 0.28391  0.007
36 O -0.63596 1.28543 -0.11271  0.071
37 H -4.23400 3.68782 -3.94889  0.000
38 H -3.27679 3.84377 -1.64384  0.000
39 H -0.84333 0.42386 -2.42502  0.000
40 H -1.80739 0.24465 -4.70443  0.000
41 O -2.50568 -0.14690 0.93449  0.017
42 S -3.80465 -0.93482 0.68178  0.008
43 C -5.06822 0.32646 0.92096  -0.001
44 C -6.03391 0.16320 -0.24729  0.000
45 C -5.15316 -0.01906 -1.48164  0.000
46 C -4.10204 -1.06202 -1.10869  0.003
47 H -4.51393 1.26916 0.88790  0.000
48 H -5.51097 0.19049 1.90670  0.000
49 H -6.68794 1.03077 -0.32498  0.000
50 H -6.66781 -0.71430 -0.09674  0.000
51 H -4.66339 0.92220 -1.73146  0.000
52 H -5.72481 -0.33888 -2.35201  0.000
53 H -3.13537 -0.92478 -1.58429  -0.001
54 H -4.43479 -2.08867 -1.28145  0.000
55 C 2.08140 -6.22444 1.24952  0.000
56 C 2.28488 -4.72674 1.42431  0.000
57 C 3.30258 -4.20214 0.42763  0.000
58 C 2.67397 -4.39602 2.85229  0.000
59 O 1.01225 -4.04355 1.18551  -0.001
60 Si -0.08436 -4.16166 0.01723  -0.003
61 S -0.80749 -2.13036 -0.47433  -0.258
62 O 0.53260 -4.71371 -1.35888  -0.008
63 C -0.02525 -5.26831 -2.57980  -0.001
64 C -0.47268 -6.69589 -2.30185  0.000
65 C -1.19682 -4.40260 -3.02480  -0.010
66 C 1.09657 -5.23191 -3.59661  0.000
67 O -1.39673 -5.02461 0.39032  0.005
68 C -2.19910 -5.24213 1.57212  0.000
69 C -1.73061 -6.53968 2.20355  0.000
70 C -2.05248 -4.08564 2.54333  0.000
71 C -3.63086 -5.34879 1.08568  0.000
72 H 3.00647 -6.75402 1.48684  0.000
73 H 1.80234 -6.46488 0.21841  0.000
74 H 1.29856 -6.58734 1.92148  0.000
75 H 4.27442 -4.67288 0.59659  0.000
76 H 3.41880 -3.12560 0.53797  0.000
77 H 2.98288 -4.41931 -0.59587  0.000
78 H 3.64531 -4.83914 3.08959  0.000
79 H 1.93110 -4.79509 3.54905  0.000
80 H 2.73185 -3.31628 2.99252  0.000
81 H -1.22900 -6.71497 -1.51312  0.000
82 H 0.37858 -7.30391 -1.98492  0.000
83 H -0.89739 -7.13998 -3.20561  0.000
84 H -2.00784 -4.43923 -2.28520  -0.002
85 H -1.58906 -4.76165 -3.97827  0.000
86 H -0.87578 -3.36294 -3.15145  -0.005
87 H 1.94100 -5.83006 -3.24795  0.000
88 H 1.43595 -4.20476 -3.75171  0.000
89 H 0.75429 -5.63668 -4.55239  0.000
90 H -0.67846 -6.45967 2.48968  0.000
91 H -1.83914 -7.36710 1.49852  0.000
92 H -2.31680 -6.76229 3.09872  0.000
93 H -1.02692 -4.00875 2.92150  0.000
94 H -2.73102 -4.22465 3.38774  0.000
95 H -2.30955 -3.14887 2.04631  0.000
96 H -3.71628 -6.13906 0.33745  0.000
97 H -3.94533 -4.40301 0.63279  0.000
98 H -4.30215 -5.57929 1.91681  0.000

=====

C33H48N6O3PRe as an isolated structure, computed with ωB97M-V/def2-TZVPD.

Output
Energy above the lowest of the compared OMol25 structures with the same formula, charge and spin in kJ/mol: 0.0
HOMO (alpha / beta) in eV: -8.6 / -9.6
Charge: +1
F_max in eV Å⁻¹: 0.65
Gap between HOMO and LUMO (alpha / beta) in eV: 6.38 / 7.10
2S+1: 2
Lowest unoccupied orbital energy (alpha / beta) in eV: -2.20 / -2.55
⟨S²⟩: 0.77

Each line ends with the Löwdin spin population.
Element x y z (Å)
1 Re -0.07048 -0.66456 0.00470  0.430
2 C -0.72917 -1.68309 2.89595  0.004
3 N 0.25794 -0.80340 2.22351  0.006
4 C 0.25212 0.50902 2.90636  0.004
5 C 1.61579 -1.36870 2.33935  -0.001
6 C 2.07669 -1.93391 3.51370  0.000
7 C 3.35758 -2.46429 3.58233  -0.001
8 C 4.16942 -2.42773 2.46032  0.000
9 C 3.71931 -1.84885 1.28402  -0.001
10 C 2.44239 -1.29498 1.21507  0.002
11 N 1.87116 -0.72740 0.07343  0.001
12 C 2.57015 -0.35193 -1.08212  0.005
13 C 3.86709 0.14615 -1.10081  0.001
14 C 4.41776 0.62637 -2.28179  0.001
15 C 3.67595 0.62786 -3.45078  0.001
16 C 2.37743 0.12732 -3.44122  0.000
17 C 1.83184 -0.36211 -2.27166  0.004
18 N 0.49232 -0.96108 -2.19509  0.009
19 C -0.40118 -0.48073 -3.26352  0.000
20 C 0.69046 -2.42759 -2.41863  0.004
21 H -0.56437 -1.69241 3.97562  0.000
22 H -1.72361 -1.28839 2.71229  0.000
23 H -0.64046 -2.68835 2.49919  0.002
24 H 0.50408 0.39048 3.96447  0.000
25 H 0.99343 1.15408 2.43657  0.001
26 H -0.74337 0.93616 2.80910  0.001
27 H 1.44104 -1.98153 4.38755  0.000
28 H 3.70700 -2.91419 4.50091  0.000
29 H 5.16042 -2.86017 2.49350  0.000
30 H 4.35068 -1.85909 0.40702  0.000
31 H 4.43279 0.20237 -0.18090  0.000
32 H 5.42830 1.01361 -2.27968  0.000
33 H 4.09907 1.00644 -4.37084  0.000
34 H 1.80884 0.12629 -4.36087  0.000
35 H -0.07706 -0.84369 -4.24225  0.000
36 H -1.39461 -0.87762 -3.07349  0.000
37 H -0.43761 0.60285 -3.25835  0.000
38 H 1.17033 -2.57649 -3.38865  0.000
39 H 1.32037 -2.83203 -1.63212  0.000
40 H -0.27425 -2.92918 -2.39906  0.001
41 C -0.69964 5.04221 1.72773  0.000
42 C -0.36648 3.56844 1.71239  0.000
43 O -0.89019 2.99488 0.50164  0.003
44 P -0.20196 1.83485 -0.37728  0.033
45 O -0.89017 2.19245 -1.77197  0.002
46 C -1.69105 3.33329 -2.15078  0.001
47 C -0.86286 4.42149 -2.79155  0.000
48 O 1.32924 2.25886 -0.44701  0.009
49 C 1.84844 3.55689 -0.80921  0.000
50 C 3.18246 3.74773 -0.13040  0.000
51 H -0.33546 5.49388 2.65050  0.000
52 H -1.77740 5.19232 1.67308  0.000
53 H -0.23456 5.55945 0.88847  0.000
54 H -0.83105 3.06208 2.55746  0.000
55 H 0.71264 3.40749 1.76089  0.000
56 H -2.21899 3.70184 -1.27355  0.000
57 H -2.41602 2.93664 -2.86215  0.000
58 H -0.23102 4.92684 -2.06277  0.000
59 H -1.53079 5.16591 -3.22691  0.000
60 H -0.23673 4.01880 -3.58739  0.000
61 H 1.13791 4.32793 -0.50733  0.000
62 H 1.94769 3.57819 -1.89526  0.000
63 H 3.07417 3.74155 0.95485  0.000
64 H 3.61343 4.70429 -0.42660  0.000
65 H 3.86862 2.95314 -0.41824  0.000
66 C 0.01877 -5.04940 0.61770  0.010
67 C -1.36760 -4.64220 0.20371  0.064
68 C -2.39910 -5.56233 0.11689  -0.009
69 C -3.69379 -5.18099 -0.21854  0.083
70 C -3.96713 -3.84686 -0.48681  -0.008
71 C -2.96129 -2.89745 -0.42959  0.064
72 C -3.23336 -1.48061 -0.83420  0.009
73 C -1.65157 -3.28593 -0.07708  0.009
74 N -0.71272 -2.33015 0.04028  0.244
75 H 0.23785 -6.06681 0.29576  0.001
76 H 0.12815 -5.02050 1.70548  0.003
77 H 0.77048 -4.37859 0.20271  0.001
78 H -2.18636 -6.60501 0.32143  -0.002
79 H -4.48190 -5.91885 -0.27235  0.005
80 H -4.97309 -3.54375 -0.75371  -0.002
81 H -4.31654 -1.33663 -0.87094  0.000
82 H -2.85286 -1.28863 -1.84016  0.003
83 H -2.82669 -0.60934 1.02857  0.000
84 N -3.30174 0.62070 2.60356  0.000
85 C -3.82094 1.59134 1.95924  0.000
86 C -3.68904 1.73750 0.51831  0.000
87 C -3.18897 0.81342 -0.30782  0.000
88 N -2.63912 -0.42614 0.04344  0.002
89 H -3.54040 0.66311 3.59169  0.000
90 H -4.41425 2.36105 2.45966  0.000
91 H -4.07459 2.64701 0.07855  0.000
92 H -3.20801 0.98904 -1.37753  0.000